Computed, not measured: C43H64IN2ORuSSb3 as an isolated structure, with ωB97M-V with the def2-TZVPD basis set.

XYZ file:
```
116
Properties=species:S:1:pos:R:3:forces:R:3
Ru 0.294 0.332 0.370 0.835 -0.186 -0.422
C -2.628 -1.296 3.686 0.284 0.197 -0.068
Sb -0.608 -0.688 3.166 -0.378 -0.345 0.187
C 0.208 -2.677 3.413 -0.025 0.441 -0.020
C -0.144 0.126 5.191 -0.295 0.182 -0.836
C 0.813 -0.774 5.839 0.444 -0.329 0.350
C 0.325 -1.807 6.637 0.076 0.165 0.111
C 1.163 -2.743 7.206 0.028 -0.070 -0.003
C 2.528 -2.669 6.973 -0.036 -0.110 0.012
C 3.028 -1.648 6.188 -0.039 -0.064 0.033
C 2.196 -0.690 5.614 -0.235 -0.182 0.315
C 2.808 0.381 4.803 -0.014 0.006 -0.609
Sb 2.860 -0.005 2.623 0.721 0.283 0.360
C 4.325 -1.611 2.774 -0.433 0.384 -0.160
C 4.212 1.686 2.435 -0.234 -0.375 -0.089
H -3.231 -0.424 3.931 0.011 0.046 0.019
H -2.570 -1.956 4.548 0.010 -0.039 0.099
H -3.085 -1.813 2.847 0.071 -0.032 0.022
H 0.148 -2.942 4.464 -0.009 -0.067 0.025
H 1.250 -2.698 3.100 0.052 -0.071 -0.037
H -0.369 -3.387 2.824 -0.046 0.050 -0.112
H -1.109 0.119 5.692 -0.033 0.073 0.026
H 0.199 1.153 5.080 -0.017 -0.021 -0.028
H -0.740 -1.852 6.813 -0.166 -0.067 0.062
H 0.755 -3.526 7.825 -0.033 -0.099 0.088
H 3.192 -3.401 7.404 0.087 -0.039 0.053
H 4.093 -1.576 6.022 0.159 0.007 -0.005
H 3.863 0.472 5.051 0.050 0.130 -0.034
H 2.327 1.350 4.931 0.021 0.043 -0.010
H 5.264 -1.220 3.147 0.141 0.119 0.076
H 4.481 -2.073 1.804 0.010 -0.039 -0.112
H 3.940 -2.355 3.465 -0.076 -0.074 0.083
H 4.929 1.648 3.248 0.086 -0.008 0.114
H 3.637 2.607 2.500 -0.034 0.063 0.014
H 4.741 1.669 1.491 0.074 -0.039 -0.114
I 0.464 2.804 1.786 -1.062 0.090 -1.138
C -0.889 3.693 0.326 0.491 0.167 0.776
C -1.310 4.973 0.535 0.334 -0.339 0.249
C -2.110 5.591 -0.437 -0.224 0.000 -0.334
C -2.447 4.921 -1.579 0.049 0.149 0.145
C -2.005 3.599 -1.806 0.240 -0.254 0.213
C -2.298 2.908 -3.000 -0.103 -0.089 -0.194
C -1.833 1.640 -3.214 -0.075 0.313 -0.092
C -1.065 0.995 -2.232 0.082 0.040 0.215
C -0.766 1.617 -1.045 0.899 -1.790 0.740
C -1.210 2.941 -0.817 -0.033 -0.146 0.010
H -1.022 5.513 1.422 0.018 0.075 0.106
H -2.442 6.603 -0.271 -0.065 0.122 -0.008
H -3.047 5.405 -2.337 -0.053 0.023 -0.058
H -2.897 3.405 -3.750 -0.043 0.044 -0.056
H -2.053 1.127 -4.138 -0.062 -0.052 -0.125
H -0.728 -0.023 -2.421 -0.018 0.097 0.086
C 1.136 -1.735 -0.067 -0.860 1.027 -0.254
H 0.762 -2.042 -1.050 0.079 0.023 0.116
H 0.790 -2.456 0.678 -0.074 0.224 0.066
H 2.231 -1.744 -0.091 -0.202 0.193 -0.022
C -2.889 -5.423 0.599 0.131 -0.062 -0.133
C -2.436 -5.355 -0.855 -0.256 0.234 0.228
C -2.960 -4.112 -1.570 -0.046 -0.569 -0.562
N -2.326 -2.930 -1.021 -0.406 0.650 -0.016
C -2.884 -1.767 -0.695 0.968 -0.398 -0.256
S -2.139 -0.749 0.439 0.115 0.530 0.128
N -4.093 -1.366 -1.182 -0.208 -0.259 0.242
C -4.638 -1.628 -2.446 0.376 -0.358 -0.147
O -4.001 -2.208 -3.295 -0.169 0.190 0.123
C -6.012 -1.123 -2.632 -0.526 0.201 -0.299
C -6.815 -0.641 -1.597 0.176 -0.082 -0.154
C -8.089 -0.178 -1.869 -0.097 0.040 0.013
C -8.581 -0.196 -3.165 0.040 -0.029 0.045
C -7.798 -0.691 -4.195 -0.047 -0.005 -0.047
C -6.523 -1.151 -3.932 0.224 -0.052 0.100
H -2.513 -6.329 1.067 0.024 -0.034 0.124
H -3.975 -5.441 0.662 -0.122 0.016 0.028
H -2.530 -4.567 1.169 0.021 0.074 0.104
H -2.802 -6.234 -1.384 0.079 0.014 -0.123
H -1.345 -5.367 -0.906 0.073 -0.076 -0.101
H -4.040 -4.031 -1.433 0.072 0.027 -0.030
H -2.761 -4.176 -2.645 -0.116 0.065 0.179
H -1.385 -3.064 -0.674 -0.072 0.194 0.152
H -4.502 -0.597 -0.667 0.221 -0.050 -0.060
H -6.477 -0.641 -0.573 0.030 -0.007 0.134
H -8.704 0.193 -1.065 -0.067 0.034 0.095
H -9.578 0.165 -3.367 -0.087 0.035 -0.015
H -8.183 -0.721 -5.203 -0.011 0.010 -0.061
H -5.898 -1.543 -4.721 0.028 -0.004 -0.044
C 3.500 0.837 -4.651 -0.086 0.160 -0.018
C 2.373 0.447 -3.717 0.049 0.266 0.701
C 2.286 -1.066 -3.621 -0.206 0.114 0.123
Sb 2.536 1.373 -1.678 -0.387 0.430 -0.157
C 1.917 3.477 -2.118 0.054 -0.724 0.107
C 2.590 4.428 -1.145 -0.081 -0.215 0.038
C 2.131 3.892 -3.560 -0.053 -0.141 0.078
C 4.740 1.663 -1.317 -0.762 -0.184 0.005
C 5.331 0.297 -1.018 -0.135 -0.005 0.126
C 5.519 2.396 -2.391 -0.191 0.076 0.013
H 3.268 0.496 -5.660 -0.011 -0.062 -0.129
H 4.426 0.354 -4.351 0.133 0.001 0.002
H 3.651 1.911 -4.692 0.119 0.078 -0.056
H 1.423 0.846 -4.086 0.035 0.039 0.100
H 3.215 -1.484 -3.237 0.036 -0.111 0.071
H 2.118 -1.481 -4.615 0.006 -0.100 -0.097
H 1.465 -1.380 -2.980 -0.019 -0.108 0.060
H 0.843 3.466 -1.925 0.170 -0.083 0.019
H 3.660 4.480 -1.324 0.206 0.072 0.023
H 2.429 4.126 -0.111 0.055 0.044 0.100
H 2.180 5.428 -1.270 -0.036 0.221 0.004
H 3.189 3.921 -3.810 0.097 0.024 -0.144
H 1.727 4.892 -3.709 -0.034 0.159 -0.060
H 1.614 3.221 -4.244 0.051 0.004 -0.131
H 4.750 2.280 -0.414 -0.134 -0.053 -0.042
H 5.318 -0.328 -1.910 0.033 -0.114 -0.039
H 4.771 -0.219 -0.233 0.048 -0.080 0.006
H 6.366 0.388 -0.689 0.135 -0.019 0.022
H 5.601 1.814 -3.302 0.024 -0.033 -0.128
H 6.531 2.594 -2.037 0.107 0.026 0.060
H 5.056 3.350 -2.625 0.053 0.135 -0.137
```
Positions in Å, forces in eV/Å.

Output
Energy relative to the best compared isomer or geometry (same formula, charge and spin)   0.00 kcal/mol
LUMO level (spin up / spin down)   -3.065 / -2.789 eV
Spin multiplicity   2
Energy   -3372.8320 Ha
Strongest force on any atom   2.14 eV/Å
HOMO-LUMO gap (spin up / spin down)   0.234 / 0.257 hartree
Charge   +1

Atom charges from the Mulliken analysis, given in e for atoms 1 to 5: atom 1 (Ru): 2.11, atom 2 (C): -1.32, atom 3 (Sb): 0.06, atom 4 (C): -1.18, atom 5 (C): -1.53

Computed, not measured: C4H34BO25 as an isolated structure, with ωB97M-V with the def2-TZVPD basis set.

XYZ file:
```
64
Properties=species:S:1:pos:R:3:forces:R:3
O -2.740 -1.499 -1.728 1.329 -0.312 1.258
C -1.666 -1.602 -1.147 -6.367 0.086 -2.532
O -1.508 -1.559 0.081 1.563 0.610 4.377
B -0.025 -1.438 0.284 0.244 -0.878 0.607
O 0.583 -1.721 -1.029 0.775 0.268 2.288
C -0.425 -1.664 -1.784 3.022 1.465 -7.193
O -0.287 -1.409 -2.984 -0.758 -1.101 0.697
O 0.436 -2.484 1.169 -2.407 -2.812 -4.125
C 0.875 -1.948 2.172 3.506 -0.473 7.129
O 1.394 -2.460 3.152 -1.000 -0.300 -0.965
C 0.885 -0.513 2.024 3.624 4.920 4.447
O 0.427 -0.184 0.893 -2.031 0.117 -3.327
O 1.453 0.297 2.789 -1.678 -2.487 -1.829
O 3.853 -1.689 3.977 0.937 0.491 0.339
H 3.904 -1.166 3.169 0.107 0.054 -0.118
H 3.215 -2.358 3.766 -0.663 -0.409 -0.003
O 1.372 0.210 5.891 -0.865 1.370 0.813
H 1.481 1.043 5.405 -0.213 0.321 0.734
H 1.765 -0.325 5.242 0.907 -1.993 -1.220
O -3.604 -1.006 2.462 -0.490 0.727 1.236
H -3.194 -1.507 1.770 0.587 0.088 -0.586
H -3.112 -0.180 2.633 -0.129 -0.847 -0.731
O -1.567 -1.634 -5.602 -0.768 -0.622 -0.708
H -1.348 -1.918 -4.729 0.008 -0.922 1.401
H -0.824 -1.092 -5.722 1.678 1.578 -1.052
O -2.937 0.975 -4.063 1.165 1.843 0.026
H -2.987 0.054 -4.271 -0.342 -1.226 -0.114
H -2.048 1.270 -4.345 -0.817 -0.361 0.127
O -2.277 1.503 1.107 -0.615 -0.953 -0.332
H -1.398 1.581 0.739 0.642 0.378 0.188
H -2.370 2.152 1.794 0.169 0.621 0.263
O -3.670 -1.881 -4.095 -1.101 -0.148 -0.852
H -3.068 -1.644 -4.816 -0.225 -0.319 0.572
H -3.314 -1.773 -3.204 0.358 0.156 -0.344
O 0.050 2.509 3.485 -1.573 -0.021 1.624
H -0.678 1.870 3.645 0.864 0.536 0.012
H 0.317 2.333 2.598 0.282 -0.256 -1.127
O 2.492 0.807 -1.440 -0.460 1.875 0.095
H 2.023 0.055 -1.762 -0.081 -1.648 -0.403
H 1.844 1.483 -1.733 0.713 -0.131 0.201
O 0.423 2.638 0.759 -1.167 1.259 -0.720
H 1.361 2.460 0.818 0.694 -0.491 0.285
H 0.361 3.609 0.676 -0.148 -0.650 0.123
O 0.864 0.572 -4.328 0.214 -0.306 0.097
H 0.318 -0.060 -3.813 0.247 0.447 -0.329
H 0.355 1.348 -4.552 -0.320 0.129 0.061
O -5.838 -1.020 -0.843 -0.792 -0.938 -0.035
H -6.482 -0.313 -0.722 0.808 0.145 0.051
H -4.940 -0.736 -0.669 -0.101 0.710 -0.124
O 3.248 -1.893 -2.853 -1.389 -0.956 -0.758
H 2.882 -2.698 -2.454 -0.088 0.258 -0.322
H 3.904 -1.653 -2.239 1.453 0.725 1.103
O 2.968 2.080 1.084 -0.509 -0.431 2.078
H 3.031 1.992 0.168 0.432 -0.384 -2.802
H 3.301 2.921 1.342 0.671 1.049 0.381
O 2.742 2.231 4.553 1.277 0.214 -0.429
H 2.489 1.659 3.826 -0.837 -0.177 -0.466
H 3.691 2.022 4.559 -0.218 0.220 0.577
O -3.953 1.306 -1.452 1.958 -0.105 -0.457
H -3.325 1.075 -0.745 -0.699 0.307 0.438
H -3.295 1.294 -2.202 -1.505 -0.026 0.232
O 4.278 -0.275 1.430 0.548 -0.898 -0.081
H 3.745 0.505 1.297 -0.383 0.568 0.045
H 4.542 -0.571 0.552 -0.044 0.044 0.176
```
Positions in Å, forces in eV/Å.

Output
Energy relative to the best compared isomer or geometry (same formula, charge and spin)   91.94 kcal/mol
LUMO level   1.109 eV
Energy   -2078.9540 Ha
Strongest force on any atom   7.96 eV/Å
HOMO-LUMO gap   0.325 hartree
Charge   -1

Atom charges from the natural (NBO) analysis, given in e for atoms 1 to 5: atom 1 (O): -0.56, atom 2 (C): 0.67, atom 3 (O): -0.59, atom 4 (B): 1.17, atom 5 (O): -0.60

Computed, not measured: a 2-piece molecular cluster, C2H3O2S2 overall, with ωB97M-V with the def2-TZVPD basis set.

XYZ file:
```
9
Properties=species:S:1:pos:R:3:forces:R:3
C 2.111 0.406 -0.483 -0.878 -0.985 -2.376
C -1.455 0.159 0.091 0.400 -0.868 0.101
O 1.683 -0.120 -1.433 0.632 0.649 1.672
O 0.367 -1.648 0.991 1.262 0.321 0.955
S 2.816 1.308 0.575 0.226 0.222 0.775
S -0.733 -1.540 -0.062 -1.578 0.231 -1.059
H -2.224 0.228 -0.676 -0.133 0.093 -0.106
H -0.678 0.899 -0.083 0.120 0.276 -0.053
H -1.887 0.309 1.080 -0.052 0.062 0.093
```
Positions in Å, forces in eV/Å.

Output
Energy relative to the best compared isomer or geometry (same formula, charge and spin)   37.07 kcal/mol
LUMO level   3.068 eV
Energy   -1024.8751 Ha
Strongest force on any atom   2.72 eV/Å
HOMO-LUMO gap   0.163 hartree
Charge   -1

Atom charges from the natural (NBO) analysis, given in e for atoms 1 to 5: atom 1 (C): 0.47, atom 2 (C): -0.82, atom 3 (O): -0.45, atom 4 (O): -1.11, atom 5 (S): -0.08

Computed, not measured: C35H57N4O5P2SV as an isolated structure, with ωB97M-V with the def2-TZVPD basis set.

XYZ file:
```
105
Properties=species:S:1:pos:R:3:forces:R:3
V -0.568 0.060 -0.545 -0.500 -0.659 0.335
O -3.733 -0.422 -1.317 0.112 0.000 -0.051
C -3.826 -1.757 -0.873 -0.159 0.075 -0.088
C -3.161 -2.002 0.467 0.058 0.009 0.116
N -1.710 -1.827 0.501 0.346 -0.067 -0.070
C -1.031 -2.854 -0.302 -0.045 -0.010 0.191
C -1.091 -2.556 -1.794 0.059 0.449 -0.147
O -1.132 -3.483 -2.591 0.013 -0.083 -0.092
O -1.062 -1.296 -2.076 -0.009 -0.293 -0.017
C -1.228 -1.864 1.878 -0.185 -0.135 0.019
C 0.102 -1.156 2.108 0.112 0.418 -0.634
O 0.686 -1.355 3.166 0.156 -0.073 0.282
O 0.461 -0.338 1.183 0.183 -0.349 0.438
H -2.861 -0.310 -1.739 -0.140 -0.051 0.033
H -3.470 -2.460 -1.630 0.007 0.009 -0.009
H -4.890 -1.964 -0.719 -0.033 -0.005 -0.065
H -3.419 -3.026 0.788 -0.009 -0.013 0.035
H -3.590 -1.310 1.194 -0.014 0.040 -0.033
H -1.439 -3.857 -0.114 -0.054 -0.004 0.046
H 0.027 -2.865 -0.017 -0.005 0.002 -0.038
H -1.159 -2.887 2.271 -0.024 -0.029 -0.005
H -1.945 -1.328 2.499 -0.035 -0.016 0.087
C -0.892 4.294 1.607 -0.017 0.072 0.074
C -0.631 2.791 1.610 -0.034 -0.023 -0.010
C -0.148 2.353 2.992 -0.016 -0.015 0.055
P -2.001 1.717 0.878 0.181 0.293 -0.134
C -3.378 1.829 2.112 -0.153 0.006 0.097
C -3.162 0.926 3.341 -0.090 0.036 0.009
C -4.740 1.517 1.463 -0.076 -0.010 0.049
C -2.574 2.811 -0.462 -0.035 -0.004 0.160
C -3.440 3.878 -0.237 0.015 0.099 0.048
C -3.712 4.834 -1.199 0.070 -0.081 -0.049
C -3.043 4.727 -2.418 -0.006 -0.023 0.009
C -2.200 3.668 -2.681 -0.050 0.094 0.020
C -1.981 2.630 -1.736 0.216 -0.181 -0.077
N -1.183 1.538 -1.966 -0.211 0.345 -0.544
C -0.708 1.320 -3.276 -0.067 -0.047 0.410
C -1.517 1.390 -4.412 -0.041 -0.037 -0.114
C -1.001 1.128 -5.669 -0.016 -0.013 -0.016
C 0.334 0.781 -5.830 -0.017 0.032 0.093
C 1.134 0.664 -4.701 0.053 -0.047 -0.019
C 0.630 0.914 -3.430 0.034 -0.022 0.033
P 1.445 0.593 -1.832 0.225 0.266 -0.264
C 2.874 -0.538 -2.099 0.063 -0.053 0.083
C 2.394 -1.844 -2.740 0.010 -0.035 -0.064
C 4.131 -0.003 -2.788 0.050 -0.031 -0.032
C 2.116 2.238 -1.312 -0.030 0.084 0.005
C 2.860 3.074 -2.350 0.034 0.035 0.028
C 2.892 2.086 -0.001 0.073 0.020 0.005
H -0.028 4.810 2.038 -0.016 0.005 -0.005
H -1.761 4.553 2.221 0.014 -0.014 0.004
H -1.067 4.692 0.610 0.017 -0.035 -0.022
H 0.193 2.588 0.917 -0.036 0.002 -0.059
H -0.880 2.609 3.763 -0.010 -0.013 0.006
H 0.773 2.894 3.233 -0.015 0.001 0.001
H 0.082 1.289 3.054 -0.037 -0.006 -0.049
H -3.388 2.867 2.457 0.015 0.017 0.019
H -3.625 1.364 4.230 -0.040 -0.005 -0.032
H -2.120 0.736 3.582 0.110 0.070 -0.020
H -3.637 -0.043 3.179 0.031 -0.016 0.001
H -5.539 2.079 1.954 0.012 -0.029 0.037
H -4.973 0.457 1.574 0.007 -0.023 -0.049
H -4.777 1.741 0.399 0.042 0.017 0.042
H -3.901 3.985 0.739 0.002 0.001 -0.017
H -4.393 5.649 -0.995 0.000 0.011 -0.015
H -3.182 5.485 -3.181 -0.001 0.000 0.003
H -1.694 3.629 -3.635 -0.013 0.045 0.045
H -2.566 1.627 -4.293 0.012 -0.021 -0.018
H -1.656 1.175 -6.532 0.003 0.009 -0.001
H 0.738 0.574 -6.812 0.006 -0.005 0.000
H 2.161 0.348 -4.821 0.026 0.003 0.001
H 3.152 -0.778 -1.065 -0.022 0.004 -0.030
H 2.165 -1.714 -3.799 0.015 0.001 0.026
H 1.495 -2.242 -2.270 0.006 0.064 0.045
H 3.180 -2.598 -2.646 -0.016 0.001 -0.018
H 3.930 0.493 -3.737 -0.050 -0.007 -0.032
H 4.808 -0.838 -2.992 0.005 0.017 0.024
H 4.669 0.705 -2.158 -0.016 0.016 0.024
H 1.183 2.768 -1.087 -0.023 -0.013 -0.020
H 3.865 2.697 -2.539 0.020 -0.021 -0.003
H 2.960 4.104 -1.994 0.005 -0.017 0.009
H 2.325 3.102 -3.300 -0.026 -0.021 0.008
H 3.873 1.635 -0.177 -0.016 -0.002 0.003
H 2.362 1.455 0.718 -0.044 -0.010 -0.041
H 3.057 3.065 0.458 0.019 -0.006 -0.011
C 1.623 -4.851 3.859 0.059 0.086 -0.033
N 2.108 -4.647 2.501 -0.020 -0.224 -0.002
C 1.387 -5.413 1.502 -0.005 0.045 -0.022
C 2.799 -3.535 2.135 -0.121 0.360 0.221
S 2.684 -2.855 0.623 0.178 -0.163 -0.086
N 3.571 -2.984 3.138 0.122 -0.135 -0.127
C 4.511 -3.850 3.837 -0.069 0.062 0.023
C 4.084 -1.637 2.947 -0.015 -0.093 0.048
H 0.537 -4.967 3.826 -0.003 0.041 0.030
H 1.859 -3.988 4.473 -0.010 0.066 -0.020
H 2.047 -5.750 4.316 0.032 -0.030 -0.037
H 1.281 -6.437 1.862 -0.012 -0.014 0.005
H 1.928 -5.405 0.560 -0.005 -0.008 0.025
H 0.393 -4.990 1.326 0.004 -0.029 -0.027
H 4.192 -4.886 3.803 -0.056 -0.031 -0.026
H 4.608 -3.551 4.883 -0.017 0.029 -0.006
H 5.500 -3.785 3.367 0.025 0.000 0.006
H 3.287 -0.983 2.609 -0.067 -0.012 -0.014
H 4.905 -1.623 2.221 -0.008 0.042 -0.005
H 4.452 -1.287 3.913 0.006 0.020 0.002
```
Positions in Å, forces in eV/Å.

Output
LUMO level (spin up / spin down)   2.473 / 2.473 eV
Spin multiplicity   4
Energy   -3988.1889 Ha
Strongest force on any atom   0.89 eV/Å
HOMO-LUMO gap (spin up / spin down)   0.210 / 0.244 hartree
Charge   -1

Atom charges from the Mulliken analysis, given in e for atoms 1 to 5: atom 1 (V): 0.97, atom 2 (O): -0.55, atom 3 (C): -0.99, atom 4 (C): -0.14, atom 5 (N): 1.34